Record 1
85
Properties=species:S:1:pos:R:3 method="wB97M-V/def2-TZVPD" orbital_gap_ev=8.966 de_lowest_ev=1.798 charge=-1 total_energy_ev=-50018.2122 lumo_ev=2.4
N 0.62904 -0.44607 1.00823
O 1.38157 0.46479 1.27233
O 0.43494 -1.20373 1.93262
O 0.00657 -0.53823 -0.04263
C -0.38115 -3.63939 -1.72270
C 0.21433 -2.93332 -2.99811
O 1.05413 -3.70717 -3.75206
O -1.47282 -4.47787 -1.98746
H -0.78560 -2.82214 -1.12552
H 0.35634 -4.19493 -1.14340
H 0.82677 -2.06303 -2.76230
H -0.61557 -2.58730 -3.61427
H 0.52518 -4.50474 -3.82753
H -2.23340 -3.99674 -2.32159
C 3.48249 2.40413 3.26368
C 4.67240 2.12528 2.24580
O 5.72770 1.50958 2.95038
O 2.38939 2.75925 2.34637
H 3.74939 3.29073 3.83884
H 3.27218 1.55511 3.91409
H 4.98799 3.04653 1.75611
H 4.34734 1.42304 1.47815
H 5.37379 0.69305 3.31044
H 2.06165 1.97279 1.90403
C 3.20639 -1.41692 3.66521
C 4.58767 -1.91338 3.67119
O 5.55106 -0.91624 4.13069
O 2.33573 -2.41669 3.24902
H 3.11539 -0.55875 2.99938
H 2.85025 -1.07941 4.63853
H 4.89418 -2.12378 2.64655
H 4.79094 -2.83010 4.22474
H 6.35107 -1.43479 4.24336
H 1.54339 -2.09279 2.81443
C -2.39649 2.45292 -1.11040
C -3.23841 1.25115 -1.50175
C -4.48502 1.57183 -2.30408
O -5.35075 2.31226 -1.48438
C -6.54206 2.50852 -2.16116
N -2.36253 0.18379 -2.01220
H -1.56395 2.17138 -0.46565
H -3.03424 3.15434 -0.57246
H -2.05209 3.02091 -1.97463
H -3.75442 0.91419 -0.60270
H -4.92361 0.64001 -2.66110
H -4.11497 2.10171 -3.18180
H -7.16099 3.24651 -1.65084
H -7.11848 1.58849 -2.25799
H -6.39169 2.88169 -3.17419
H -1.59084 -0.08465 -1.41846
H -2.98210 -0.61136 -2.07514
C -3.36176 -1.64281 1.22884
C -2.83749 -2.63331 2.32378
C -2.05505 -3.87833 1.73458
O -1.91420 -4.86406 2.74714
C -1.33326 -6.01052 2.10526
N -2.23825 -1.87656 3.41825
H -4.15331 -2.05502 0.60304
H -2.50133 -1.20082 0.72643
H -3.86274 -0.86557 1.80592
H -3.72480 -2.99955 2.84015
H -1.08745 -3.53136 1.37203
H -2.60971 -4.25108 0.87347
H -1.80966 -6.24351 1.15297
H -1.30712 -6.84979 2.80028
H -0.31701 -5.72806 1.83038
H -1.48139 -1.33533 3.02540
H -1.73937 -2.67240 3.78955
C 2.97477 2.91698 -1.47938
C 1.57599 2.78022 -2.12514
C 1.29208 3.72580 -3.27394
O 1.39788 5.05117 -2.84173
C 1.29011 5.94070 -3.87626
N 1.24834 1.40674 -2.51106
H 3.26244 3.94207 -1.24591
H 3.74348 2.62079 -2.19315
H 3.11727 2.29849 -0.59323
H 0.85657 3.08717 -1.36598
H 0.24958 3.63095 -3.57775
H 1.93482 3.48057 -4.11944
H 2.06486 5.94190 -4.64299
H 1.31057 6.89417 -3.34844
H 0.33946 5.87744 -4.40577
H 0.27017 1.45605 -2.75770
H 1.23742 0.93640 -1.61732

***

Record 2
18
Properties=species:S:1:pos:R:3 method="wB97M-V/def2-TZVPD" orbital_gap_ev="7.555 / 7.557" de_lowest_ev=4.783 charge=+1 total_energy_ev=-8332.3363 lumo_ev="-4.9 / -4.9"
C 1.34263 -1.55797 -0.26691
C 1.83185 -0.45240 0.22782
C 1.17055 -2.67926 -1.16264
C -0.75336 2.63339 0.51096
C -1.39591 0.30807 0.07674
N 0.64497 -0.96489 0.84325
N -1.49981 1.43507 0.77231
H 2.51535 0.35240 0.31113
H 0.86517 -3.56391 -0.60578
H 2.08577 -2.87608 -1.71324
H 0.37529 -2.44661 -1.87477
H -1.41553 3.49394 0.57423
H 0.04011 2.77214 1.24452
H -0.32056 2.59797 -0.48404
H -1.07067 0.41652 -0.95226
H -0.30378 -0.43422 0.56117
H -2.15810 -0.43926 0.26127
H -1.95397 1.40509 1.67625

***

Record 3
18
Properties=species:S:1:pos:R:3 method="wB97M-V/def2-TZVPD" orbital_gap_ev=9.814 de_lowest_ev=3.825 smiles=C[Si](C)(C)NNCl charge=0 total_energy_ev=-26668.5918 lumo_ev=0.7
C 1.64739 -0.07429 0.82541
Si -0.04361 -0.08645 -0.01036
C -0.53131 -1.97033 -0.19510
C -0.13557 0.93102 -1.64346
N -1.23181 0.84168 0.93462
N -2.34493 1.21248 0.28738
Cl -3.58106 -0.10631 0.01172
H 2.37764 -0.73361 0.29550
H 2.24555 0.83687 0.94080
H 1.55999 -0.36311 1.96900
H -0.15046 -2.44984 -1.10570
H 0.14056 -2.35406 0.51716
H -1.55415 -2.24160 -0.06268
H 0.75865 1.59868 -1.85817
H -0.03741 0.28560 -2.52582
H -1.16155 1.39784 -1.82052
H -1.35285 0.64675 1.91804
H -2.83776 1.99060 0.88922

***

Record 4
21
Properties=species:S:1:pos:R:3 method="wB97M-V/def2-TZVPD" orbital_gap_ev=11.618 de_lowest_ev=5.536 smiles=CCCCC.C#C charge=0 total_energy_ev=-7480.7581 lumo_ev=1.1
C 2.20414 -1.51357 -0.32624
C 1.47417 -0.68284 0.57074
C 0.76820 0.50110 -0.14188
C -0.28393 1.41194 0.70764
C -0.95731 2.33001 -0.41583
H 1.60656 -1.82165 -1.01046
H 3.04734 -1.09716 -0.77639
H 2.57061 -2.51585 0.19513
H 2.16184 -0.25002 1.23964
H 0.66045 -1.23548 1.12455
H 1.33504 1.39537 -0.77814
H 0.16588 0.14563 -0.90367
H 0.23906 2.04872 1.59410
H -0.92895 0.66761 1.15420
H -1.38313 1.68446 -1.26829
H -1.97318 2.91455 0.03932
H -0.03048 2.85261 -0.82687
C -2.39649 -2.20590 0.00131
C -3.10241 -1.28820 0.08821
H -1.47383 -2.93756 -0.37825
H -3.70357 -0.40375 0.11120

***

Record 5
12
Properties=species:S:1:pos:R:3 method="wB97M-V/def2-TZVPD" orbital_gap_ev=9.239 de_lowest_ev=6.192 charge=0 total_energy_ev=-17121.9378 lumo_ev=0.3
C -1.23001 -0.72735 -0.35095
C 0.08077 -0.30205 0.19712
C 1.31502 0.26940 -0.62042
C 0.27841 1.06241 1.04645
H -1.95387 -1.48860 0.44230
H -1.20768 -1.25202 -1.70202
H -1.88490 0.45275 -0.21498
H 0.42665 -1.24027 0.74488
H 1.20049 0.27474 -1.95297
H 2.24669 -0.41832 -0.07265
O 0.97772 1.61157 0.04979
S -0.24927 1.75773 2.43344

***

Record 6
176
Properties=species:S:1:pos:R:3 method="wB97M-V/def2-TZVPD" orbital_gap_ev=3.987 charge=-2 total_energy_ev=-183792.5478 lumo_ev=3.0
C -1.65688 3.10825 -6.03684
C -0.61968 2.00707 -6.34434
C 0.67099 2.09819 -5.51130
C 0.73614 1.15362 -4.26989
C -0.63144 0.90325 -3.62680
C -0.74720 0.32313 -2.18250
Br 0.90132 -0.76862 -1.83533
O -1.75263 -0.60365 -2.22079
P -3.36301 0.10216 -2.04821
N -4.06336 -1.31533 -2.97223
C -3.80009 -0.83425 -0.40415
O -4.78147 -0.36270 0.25480
O -3.18422 -1.87074 -0.06845
O -2.54216 1.43142 -1.17501
C -1.16715 1.28486 -1.00780
C -0.89605 0.50377 0.31229
C -1.80837 0.68734 1.52009
O -0.95662 0.34090 2.65133
C -2.46081 2.03214 1.81638
N -3.54185 1.88691 2.82540
C -0.35038 2.59823 -0.96487
F -0.18521 3.05233 0.31535
F 0.91907 2.32563 -1.39211
C -0.79122 3.86243 -1.78462
F -2.09686 3.94799 -2.05989
F -0.12745 3.86706 -2.96855
C -0.36535 5.20942 -1.12283
F -0.50743 6.15827 -2.08719
F 0.93204 5.19975 -0.78957
C -1.24177 5.66639 0.09019
F -2.03876 4.71092 0.52318
F -1.99614 6.71992 -0.24752
F -0.45273 6.05425 1.09924
H -2.06318 3.50126 -6.97386
H -2.50276 2.73901 -5.45745
H -1.19511 3.95189 -5.52715
H -1.07401 1.01893 -6.28218
H -0.33241 2.14293 -7.39300
H 0.80091 3.11834 -5.14729
H 1.54380 1.87045 -6.12992
H 1.13947 0.20545 -4.63101
H 1.46416 1.57313 -3.57923
H -1.26808 1.78496 -3.68245
H -1.14213 0.15670 -4.22996
H -4.59497 0.83698 -1.86537
H -3.25731 0.76571 -3.34224
H -4.23605 -1.00593 -3.92708
H -4.98591 -1.47131 -2.56976
H 0.13873 0.63127 0.64402
H -0.97976 -0.54958 0.04553
H -2.60636 -0.05302 1.50248
H -1.46290 -0.16257 3.29370
H -2.92260 2.47949 0.94227
H -1.70923 2.69605 2.25378
H -3.30479 1.12964 3.45935
H -4.34019 1.52792 2.30254
C -6.19791 -6.32973 2.56101
C -4.79783 -6.08385 3.10595
O -3.93380 -5.43735 2.20736
C -4.34726 -4.13255 1.76831
C -4.50986 -3.12340 2.88484
H -6.14966 -6.91387 1.64026
H -6.79744 -6.87625 3.29362
H -6.71356 -5.39617 2.33630
H -4.32569 -7.04535 3.32706
H -4.85504 -5.53466 4.05566
H -5.26786 -4.20900 1.18093
H -3.57834 -3.77205 1.08758
H -5.28831 -3.40683 3.60210
H -4.77533 -2.16014 2.44463
H -3.57251 -3.01057 3.43485
C 2.97600 0.47648 3.70540
C 1.98200 0.19026 4.81569
O 1.21906 -0.97438 4.59135
C 1.92994 -2.18483 4.47639
C 2.72148 -2.56351 5.72028
H 2.45315 0.56428 2.75219
H 3.50524 1.40988 3.90231
H 3.72653 -0.30953 3.60226
H 1.25809 1.00358 4.86864
H 2.48314 0.14544 5.79358
H 2.58603 -2.16393 3.59774
H 1.17228 -2.94401 4.28152
H 3.50145 -1.83397 5.94728
H 3.20229 -3.53345 5.57597
H 2.06147 -2.62793 6.58746
C 0.63871 -2.53644 -6.89790
C 2.06881 -2.02328 -6.92745
O 2.77523 -2.22941 -5.72150
C 2.92955 -3.56897 -5.29626
C 3.70214 -4.44244 -6.27157
H 0.08579 -2.07683 -6.07755
H 0.13653 -2.29679 -7.83690
H 0.59334 -3.61826 -6.76357
H 2.05916 -0.94149 -7.06984
H 2.61880 -2.44994 -7.77737
H 1.95466 -4.01166 -5.06671
H 3.47478 -3.51256 -4.35441
H 3.18949 -4.54007 -7.23038
H 3.82601 -5.44338 -5.85553
H 4.69089 -4.01972 -6.46009
C -7.38384 6.60288 -0.03798
C -8.11773 5.48457 0.67389
O -7.45440 4.99114 1.82233
C -7.20073 5.90849 2.85865
C -8.45339 6.55153 3.43809
H -6.39406 6.27113 -0.32739
H -7.92981 6.90072 -0.93530
H -7.27293 7.48826 0.59243
H -8.20750 4.62764 0.00444
H -9.14158 5.79696 0.92634
H -6.49050 6.67668 2.53028
H -6.69404 5.32826 3.62972
H -8.98811 7.15105 2.69888
H -8.18613 7.20726 4.26920
H -9.13917 5.78513 3.80499
C 8.64713 -3.11308 -1.93116
C 7.98051 -3.24295 -3.29211
O 6.57151 -3.29822 -3.24178
C 5.92508 -2.16848 -2.66775
C 6.19622 -0.86379 -3.39413
H 8.35210 -3.93928 -1.28251
H 9.73287 -3.12562 -2.04321
H 8.37576 -2.18310 -1.43023
H 8.28894 -4.18054 -3.75792
H 8.31241 -2.43660 -3.95756
H 6.18060 -2.08460 -1.60583
H 4.85894 -2.38592 -2.71652
H 7.25309 -0.58831 -3.36900
H 5.62818 -0.05772 -2.92931
H 5.89239 -0.94158 -4.43905
C -8.37831 -0.85591 0.86164
C -8.02557 0.49807 0.27762
O -9.18326 1.33655 0.11901
C -9.88492 1.60712 1.31464
C -9.09992 2.40976 2.33417
H -9.11831 -1.36498 0.23786
H -7.47381 -1.46278 0.91101
H -8.79023 -0.77896 1.87143
H -7.60117 0.36435 -0.71485
H -7.24723 0.98082 0.87126
H -10.25513 0.66785 1.74961
H -10.76662 2.18434 1.02230
H -8.19903 1.89003 2.66159
H -9.71283 2.60892 3.21857
H -8.79462 3.35892 1.90621
C 7.99386 1.89905 2.06337
C 7.18055 0.63889 2.31667
O 5.84517 0.70898 1.86065
C 5.65440 0.92231 0.47327
C 6.26390 -0.15411 -0.40948
H 7.51317 2.76336 2.52486
H 8.99463 1.78764 2.48501
H 8.10351 2.10946 0.99819
H 7.10788 0.46498 3.39026
H 7.68224 -0.23877 1.89671
H 6.02502 1.91290 0.18317
H 4.57407 0.93817 0.33172
H 7.35028 -0.20344 -0.31005
H 6.03234 0.05145 -1.45566
H 5.85862 -1.13348 -0.14969
C 6.85262 -3.33371 5.45631
C 7.13759 -3.15898 3.97473
O 8.13110 -2.18901 3.68776
C 9.41572 -2.41998 4.22655
C 10.06187 -3.71438 3.76028
H 6.55273 -2.38372 5.90078
H 6.04550 -4.05304 5.59711
H 7.72389 -3.70019 6.00277
H 6.23851 -2.80084 3.47306
H 7.39432 -4.11986 3.51421
H 9.38742 -2.37852 5.32219
H 10.02037 -1.57380 3.89633
H 9.49625 -4.59159 4.07650
H 11.06809 -3.79985 4.17366
H 10.12939 -3.73528 2.67156

***

Record 7
24
Properties=species:S:1:pos:R:3 method="wB97M-V/def2-TZVPD" orbital_gap_ev=11.539 de_lowest_ev=2.118 charge=+1 total_energy_ev=-9907.5977 lumo_ev=-3.0
C 0.24734 -1.68024 -1.08530
C -1.25674 -2.09173 -0.98273
C 2.03596 -0.19553 -0.10707
N 0.85138 -0.78899 0.04625
N 2.99955 -0.66754 -0.87779
N 2.25683 0.87034 0.72924
H 1.14494 -2.22287 -1.20526
H 0.21804 -1.05492 -1.94812
H -1.55007 -2.70288 -0.04237
H -1.65237 -2.60588 -1.89354
H 0.10826 -0.32020 0.72027
H 3.00306 -1.58589 -1.31086
H 3.92590 -0.32636 -0.84765
H 1.63143 1.57447 0.94582
H 3.32049 0.94741 1.06624
H -1.79463 -1.15591 -0.97381
C -2.52607 1.69093 0.46833
C -1.32203 1.79027 1.38908
H -2.27145 1.49595 -0.61867
H -3.13395 0.90290 0.83852
H -3.10407 2.61844 0.47363
H -0.37272 1.44669 1.07049
H -1.62112 1.22309 2.29577
H -1.13796 2.83844 1.84951

***

Record 8
11
Properties=species:S:1:pos:R:3 method="wB97M-V/def2-TZVPD" orbital_gap_ev=6.703 de_lowest_ev=0.139 charge=+3 total_energy_ev=-57316.2307 lumo_ev=-15.8
O -0.64687 -3.95207 0.99790
Cu -2.01737 -1.20377 0.58765
C 0.38027 -3.12852 1.21300
C 0.69305 -2.63587 -0.05998
H 0.95505 -3.28578 2.12682
H 1.32358 -3.17399 -0.77394
H 0.88616 -1.55662 -0.04379
Mg -1.45705 -5.27024 2.27149
C -4.08643 0.41187 0.09299
O -4.97410 1.07062 -0.09969
H -0.24717 -3.87828 -0.31998